No. 1
Molecular formula: C33H75NO14S5
Method: DFT, ωB97M-V/def2-TZVPD

Each line ends with the Löwdin charge.
Element x y z (Å)
C  -0.768  -0.942  -2.784  -0.02
C  -0.021  -1.912  -3.772  -0.41
C  -0.798  -3.189  -3.889  -0.05
O  0.043  -1.325  -5.042  -0.03
H  -1.847  -0.841  -2.901  0.09
H  -0.524  0.083  -3.065  0.06
H  -0.531  -1.011  -1.722  0.05
H  0.988  -2.088  -3.398  0.11
H  -0.467  -3.682  -4.803  0.10
H  -1.835  -2.912  -4.076  0.11
H  -0.645  -3.803  -3.002  0.00
H  -0.041  -1.922  -5.789  0.10
C  4.233  2.962  1.050  -0.01
C  4.165  2.528  -0.464  -0.39
C  3.323  1.276  -0.636  -0.13
O  3.502  3.509  -1.181  -0.11
H  4.516  2.120  1.682  0.07
H  3.294  3.462  1.285  0.07
H  5.065  3.665  1.105  0.07
H  5.122  2.475  -0.981  0.14
H  3.501  0.904  -1.645  0.11
H  2.277  1.574  -0.703  0.02
H  3.500  0.513  0.123  0.05
H  2.663  3.702  -0.757  -0.15
C  0.833  0.671  -0.721  -0.11
C  -0.422  0.385  -0.040  -0.40
C  -0.404  -0.878  0.829  -0.08
O  -0.612  1.553  0.662  -0.10
H  1.279  -0.195  -1.211  0.11
H  1.532  1.001  0.048  0.10
H  0.754  1.560  -1.347  0.07
H  -1.278  0.223  -0.696  0.12
H  -0.015  -1.825  0.453  0.08
H  -1.437  -1.066  1.120  0.07
H  0.119  -0.691  1.768  0.08
H  -0.893  1.220  1.517  -0.08
C  3.489  -1.218  -0.347  -0.08
C  2.533  -2.311  -0.082  -0.39
C  2.215  -3.314  -1.272  -0.07
O  0.949  -4.059  -0.994  -0.19
C  0.613  -4.979  -1.963  -0.15
N  3.083  -3.032  1.070  0.01
H  4.099  -1.622  -1.155  0.12
H  4.080  -0.946  0.528  0.12
H  2.958  -0.298  -0.591  -0.02
H  1.598  -1.898  0.297  0.09
H  3.042  -4.019  -1.360  0.13
H  2.126  -2.649  -2.132  0.10
H  1.068  -4.759  -2.929  0.10
H  -0.467  -4.945  -2.100  0.05
H  1.000  -5.922  -1.577  0.11
H  2.483  -3.832  1.214  0.07
H  3.922  -3.536  0.820  0.10
C  -1.593  3.663  1.181  -0.30
C  -2.102  4.410  -0.012  -0.18
C  -0.976  4.479  -0.973  -0.21
S  0.476  4.410  0.029  0.81
O  0.890  5.734  0.258  -0.25
O  1.542  3.561  -0.487  -0.32
C  -0.182  3.921  1.640  -0.17
H  -1.573  2.585  1.019  0.07
H  -2.295  3.859  1.992  0.09
H  -2.484  5.392  0.268  0.12
H  -2.995  3.868  -0.325  0.13
H  -0.943  5.286  -1.704  0.12
H  -0.986  3.571  -1.576  0.11
H  -0.050  4.804  2.265  0.12
H  0.396  3.107  2.079  0.12
C  -1.289  -1.952  3.711  -0.24
C  -0.586  -2.675  2.594  -0.25
C  0.997  -2.317  2.658  -0.20
S  1.404  -2.537  4.419  0.73
O  2.176  -1.519  5.082  -0.34
O  1.911  -3.895  4.697  -0.36
C  -0.424  -2.212  4.934  -0.15
H  -2.332  -2.234  3.858  0.12
H  -1.312  -0.923  3.354  0.05
H  -0.972  -2.331  1.635  0.02
H  -0.769  -3.747  2.677  0.14
H  1.378  -1.324  2.422  0.10
H  1.700  -2.887  2.050  0.03
H  -0.133  -1.340  5.520  0.07
H  -0.750  -2.891  5.722  0.11
C  -2.896  -2.626  -1.660  -0.21
C  -1.813  -3.549  -1.229  -0.25
C  -2.387  -4.453  -0.057  -0.11
S  -3.386  -3.229  0.942  0.81
O  -2.576  -2.737  2.094  -0.46
O  -4.731  -3.758  1.118  -0.32
C  -3.276  -1.908  -0.326  -0.17
H  -3.759  -3.249  -1.893  0.13
H  -2.483  -1.968  -2.425  0.05
H  -0.950  -2.967  -0.906  0.10
H  -1.356  -4.119  -2.038  0.02
H  -1.839  -5.065  0.660  0.10
H  -3.210  -5.078  -0.404  0.09
H  -2.410  -1.259  -0.197  0.06
H  -4.248  -1.422  -0.421  0.11
C  -3.913  0.963  3.765  -0.19
C  -3.125  0.642  5.050  -0.17
C  -1.672  0.846  4.525  -0.20
S  -1.612  2.340  3.502  0.84
O  -0.880  2.008  2.298  -0.44
O  -1.139  3.491  4.246  -0.26
C  -3.421  2.336  3.249  -0.18
H  -4.930  1.086  4.137  0.12
H  -3.870  0.109  3.089  0.12
H  -3.369  -0.366  5.382  0.12
H  -3.372  1.256  5.916  0.12
H  -1.377  0.054  3.837  0.02
H  -0.895  0.912  5.287  0.12
H  -3.708  2.508  2.212  0.10
H  -3.921  3.150  3.775  0.12
C  0.573  1.795  -4.250  -0.18
C  1.607  2.010  -3.082  -0.19
C  1.543  3.506  -2.707  -0.22
S  1.338  4.407  -4.307  0.72
O  2.708  4.722  -4.682  -0.33
O  0.388  5.475  -4.009  -0.35
C  0.697  2.988  -5.254  -0.20
H  -0.454  1.726  -3.892  0.10
H  0.765  0.826  -4.710  0.09
H  2.589  1.808  -3.508  0.13
H  1.300  1.305  -2.310  0.02
H  2.480  3.945  -2.367  0.09
H  0.661  3.643  -2.080  0.04
H  1.426  2.865  -6.054  0.09
H  -0.186  3.399  -5.744  0.09

Properties
* lowest unoccupied orbital energy: -0.18 eV
* strongest force on any atom: 16.318 eV/A
* HOMO level: -8.28 eV
* Kohn-Sham gap: 8.09 eV
* E: -4400.2910 Eh
* ΔE to the lowest compared entry with this formula, charge and spin: 643.0 kcal/mol

=====

No. 2
Molecular formula: C33H75O24P3
Method: DFT, ωB97M-V/def2-TZVPD

Each line ends with the Löwdin charge.
Element x y z (Å)
C  -3.989  -1.176  3.409  -0.09
O  -4.641  -2.431  3.407  -0.21
P  -4.792  -3.394  2.114  0.47
O  -5.954  -4.257  2.456  -0.24
O  -5.012  -2.422  0.770  -0.25
C  -5.550  -3.097  -0.317  -0.15
O  -3.380  -4.032  1.806  -0.21
C  -2.938  -5.099  2.645  -0.08
H  -4.672  -0.332  3.498  0.10
H  -3.566  -1.086  2.408  0.06
H  -3.249  -1.208  4.209  0.10
H  -6.229  -2.502  -0.929  0.10
H  -6.237  -3.872  0.024  0.08
H  -4.682  -3.556  -0.790  0.09
H  -2.567  -5.936  2.054  0.09
H  -3.689  -5.453  3.352  0.09
H  -2.153  -4.762  3.322  0.09
C  2.296  -0.210  -1.398  -0.10
O  0.977  -0.729  -1.512  -0.20
P  -0.240  -0.077  -0.667  0.47
O  -0.155  -0.120  0.790  -0.22
O  -1.490  -0.912  -1.397  -0.23
C  -2.423  -1.672  -0.639  -0.12
O  -0.363  1.382  -1.315  -0.24
C  -0.197  2.600  -0.585  -0.07
H  3.041  -0.937  -1.076  0.09
H  2.361  0.728  -0.846  0.07
H  2.627  0.091  -2.392  0.07
H  -2.312  -1.427  0.417  0.06
H  -2.229  -2.737  -0.773  0.09
H  -3.446  -1.472  -0.957  0.07
H  -1.163  3.090  -0.462  0.07
H  0.638  3.138  -1.033  0.08
H  0.225  2.296  0.373  0.07
C  6.919  5.393  -0.697  -0.08
O  5.683  5.062  -1.340  -0.22
P  4.375  4.450  -0.617  0.47
O  3.178  4.142  -1.401  -0.23
O  4.129  5.560  0.540  -0.21
C  3.372  6.683  0.211  -0.13
O  4.829  3.107  0.259  -0.23
C  3.861  2.384  0.988  -0.12
H  7.446  5.838  -1.541  0.10
H  7.564  4.578  -0.368  0.09
H  6.850  5.988  0.214  0.10
H  2.340  6.669  0.559  0.09
H  3.328  7.074  -0.806  0.10
H  3.863  7.497  0.746  0.09
H  4.074  2.383  2.057  0.10
H  3.780  1.332  0.715  0.05
H  2.849  2.776  0.885  0.08
O  5.234  1.049  -2.201  0.39
C  5.267  0.294  -3.181  -0.31
O  4.698  0.677  -4.398  0.06
C  4.243  1.964  -4.607  -0.21
C  4.200  2.206  -6.158  -0.01
C  5.833  -1.084  -3.077  0.11
H  4.955  2.643  -4.138  0.13
H  3.323  2.138  -4.049  0.13
H  3.451  1.551  -6.603  0.08
H  5.154  2.013  -6.650  0.09
H  3.867  3.219  -6.384  0.09
H  5.018  -1.775  -2.863  0.13
H  6.467  -1.154  -2.193  0.12
H  6.310  -1.319  -4.028  0.13
O  -3.537  -0.887  -3.795  0.12
C  -3.349  -0.047  -4.627  -0.56
O  -2.192  0.398  -5.053  -0.01
C  -1.000  0.523  -4.301  -0.19
C  0.030  0.252  -5.415  -0.06
C  -4.410  0.430  -5.580  0.02
H  -0.947  -0.340  -3.637  0.09
H  -0.795  1.391  -3.674  0.11
H  0.163  -0.828  -5.476  0.08
H  1.094  0.377  -5.211  0.04
H  -0.143  0.795  -6.343  0.08
H  -5.305  0.747  -5.044  0.09
H  -4.676  -0.432  -6.192  0.10
H  -4.076  1.313  -6.125  0.09
O  -3.742  3.161  4.070  0.04
C  -2.542  3.559  4.075  -0.56
O  -1.941  4.361  3.237  0.01
C  -2.741  5.071  2.248  -0.18
C  -1.871  5.959  1.378  -0.06
C  -1.661  2.877  5.007  0.00
H  -3.482  5.664  2.784  0.13
H  -3.163  4.317  1.583  0.10
H  -2.533  6.579  0.774  0.08
H  -1.387  5.411  0.570  0.06
H  -1.152  6.572  1.923  0.08
H  -0.900  3.521  5.446  0.09
H  -1.245  2.045  4.438  0.10
H  -2.181  2.502  5.888  0.10
O  0.481  -5.252  3.044  0.07
C  0.451  -5.683  1.902  -0.55
O  0.395  -6.977  1.647  0.00
C  0.301  -7.857  2.660  -0.25
C  -0.095  -9.233  2.057  -0.05
C  0.658  -4.767  0.723  0.06
H  -0.473  -7.555  3.366  0.13
H  1.297  -8.033  3.068  0.12
H  -1.126  -9.336  1.720  0.07
H  -0.029  -10.082  2.737  0.08
H  0.370  -9.352  1.079  0.08
H  1.347  -4.064  1.192  0.08
H  -0.294  -4.335  0.414  0.09
H  1.156  -5.431  0.017  0.09
O  -4.312  4.567  -0.707  0.12
C  -5.319  4.356  -0.149  -0.63
O  -5.663  3.222  0.340  0.03
C  -5.154  1.958  -0.110  -0.16
C  -3.652  1.650  0.100  -0.04
C  -6.195  5.444  0.415  0.03
H  -5.314  1.756  -1.170  0.12
H  -5.793  1.208  0.356  0.12
H  -3.472  0.576  0.153  0.05
H  -3.378  1.804  1.143  0.08
H  -3.055  2.244  -0.592  0.06
H  -6.144  5.603  1.492  0.09
H  -7.272  5.312  0.308  0.09
H  -5.868  6.396  -0.003  0.09
O  5.003  -3.359  1.026  0.07
C  4.147  -3.083  1.827  -0.51
O  3.723  -3.889  2.804  -0.03
C  4.123  -5.204  2.966  -0.21
C  3.539  -5.823  4.315  -0.02
C  3.746  -1.543  2.031  0.04
H  5.206  -5.279  2.868  0.13
H  3.582  -5.638  2.125  0.12
H  2.544  -5.385  4.377  0.06
H  4.050  -5.446  5.201  0.07
H  3.552  -6.896  4.120  0.07
H  4.460  -1.258  2.803  0.08
H  2.703  -1.434  2.328  0.08
H  4.157  -0.945  1.218  0.04

Properties
* total charge: +1
* <S²>: 0.7566
* lowest unoccupied orbital energy (alpha / beta): -4.61 / -9.51 eV
* strongest force on any atom: 6.030 eV/A
* 2S+1: 2
* HOMO level (alpha / beta): -11.29 / -11.29 eV
* Kohn-Sham gap (alpha / beta): 6.68 / 1.78 eV
* E: -4132.0028 Eh

=====

No. 3
Molecular formula: C33H77BN7O10
Method: DFT, ωB97M-V/def2-TZVPD

Each line ends with the Löwdin charge.
Element x y z (Å)
C  1.496  -1.997  1.431  -0.12
C  0.087  -1.560  1.854  -0.26
C  -0.041  -0.031  1.916  -0.21
C  -0.327  0.623  0.541  -0.21
C  -1.411  1.699  0.637  -0.25
C  -2.823  1.189  0.952  -0.12
B  -3.391  0.021  -0.041  -0.74
O  -3.090  0.439  -1.434  -0.07
C  -3.646  -0.314  -2.472  -0.27
C  -3.025  -1.694  -2.725  -0.24
C  -1.491  -1.684  -2.799  -0.11
O  -4.882  -0.109  0.142  -0.07
C  -5.362  -1.162  0.907  -0.25
C  -6.033  -2.234  0.055  -0.42
C  -6.263  -3.531  0.815  -0.06
O  -7.304  -1.760  -0.429  -0.06
H  2.181  -1.956  2.288  0.06
H  1.884  -1.332  0.652  0.06
H  1.502  -3.022  1.048  0.06
H  -0.149  -1.996  2.833  0.10
H  -0.657  -1.945  1.150  0.09
H  -0.830  0.257  2.617  0.09
H  0.918  0.361  2.291  0.09
H  -0.611  -0.136  -0.196  0.09
H  0.598  1.091  0.167  0.09
H  -1.081  2.402  1.426  0.09
H  -1.448  2.279  -0.293  0.09
H  -3.508  2.046  0.837  0.09
H  -2.902  0.892  2.006  0.08
H  -2.860  -1.090  0.206  0.12
H  -4.732  -0.448  -2.322  0.11
H  -3.528  0.267  -3.403  0.11
H  -3.413  -2.038  -3.694  0.08
H  -3.357  -2.427  -1.984  0.09
H  -1.126  -2.448  -3.489  0.05
H  -1.077  -1.876  -1.807  0.06
H  -1.158  -0.697  -3.144  0.07
H  -4.587  -1.620  1.542  0.12
H  -6.149  -0.778  1.586  0.13
H  -5.399  -2.431  -0.818  0.13
H  -5.330  -4.099  0.866  0.08
H  -6.638  -3.340  1.826  0.08
H  -7.008  -4.135  0.286  0.07
H  -7.219  -0.801  -0.484  0.08
C  -1.415  2.890  4.827  -0.34
O  -1.911  1.906  4.323  0.02
N  -0.233  2.883  5.485  -0.19
C  0.353  4.060  6.091  -0.06
C  0.497  1.631  5.563  -0.03
H  -1.886  3.889  4.788  0.13
H  1.334  4.256  5.663  0.06
H  0.458  3.914  7.171  0.08
H  -0.283  4.926  5.912  0.08
H  0.713  1.251  4.563  0.08
H  -0.097  0.875  6.082  0.09
H  1.429  1.805  6.096  0.05
C  2.150  -1.966  -2.860  -0.34
O  1.720  -3.094  -2.715  0.01
N  3.470  -1.670  -2.833  -0.20
C  3.998  -0.338  -3.024  -0.07
C  4.396  -2.763  -2.608  -0.06
H  1.498  -1.095  -3.030  0.13
H  4.639  -0.312  -3.910  0.08
H  4.582  -0.023  -2.158  0.08
H  3.187  0.377  -3.148  0.07
H  4.294  -3.526  -3.383  0.09
H  4.199  -3.242  -1.647  0.09
H  5.412  -2.372  -2.615  0.08
C  -2.765  -4.546  -6.179  -0.35
O  -2.462  -3.617  -5.461  0.03
N  -4.038  -4.918  -6.445  -0.19
C  -4.329  -5.997  -7.363  -0.07
C  -5.113  -4.182  -5.803  -0.04
H  -2.018  -5.176  -6.695  0.12
H  -4.903  -5.632  -8.220  0.09
H  -4.895  -6.800  -6.884  0.09
H  -3.392  -6.401  -7.740  0.06
H  -5.068  -3.124  -6.066  0.09
H  -5.035  -4.252  -4.718  0.10
H  -6.066  -4.597  -6.127  0.08
C  2.959  1.425  8.293  -0.35
O  3.398  2.173  7.439  0.00
N  2.853  1.747  9.599  -0.20
C  2.316  0.826  10.576  -0.06
C  3.286  3.067  10.018  -0.04
H  2.598  0.409  8.064  0.14
H  1.425  1.240  11.054  0.09
H  3.054  0.603  11.350  0.09
H  2.040  -0.103  10.082  0.08
H  2.720  3.841  9.497  0.09
H  4.342  3.216  9.792  0.09
H  3.129  3.166  11.090  0.08
C  3.515  3.839  -2.182  -0.35
O  3.572  2.654  -1.917  0.01
N  2.731  4.719  -1.530  -0.19
C  2.691  6.122  -1.872  -0.07
C  1.884  4.215  -0.458  -0.03
H  4.107  4.298  -2.994  0.13
H  2.988  6.740  -1.021  0.09
H  1.686  6.418  -2.181  0.09
H  3.377  6.314  -2.696  0.08
H  2.488  3.759  0.326  0.09
H  1.203  3.453  -0.835  0.09
H  1.309  5.038  -0.040  0.09
C  3.760  5.722  4.862  -0.35
O  2.632  5.697  4.408  0.00
N  4.778  4.970  4.398  -0.19
C  6.096  5.005  4.988  -0.07
C  4.515  4.075  3.283  -0.03
H  4.044  6.356  5.720  0.13
H  6.845  5.313  4.255  0.09
H  6.372  4.023  5.378  0.09
H  6.103  5.718  5.811  0.08
H  4.184  4.640  2.411  0.09
H  3.731  3.362  3.538  0.10
H  5.427  3.535  3.040  0.09
C  -1.478  -4.815  -9.312  -0.37
O  -1.737  -5.999  -9.438  -0.01
N  -0.255  -4.328  -9.035  -0.19
C  -0.015  -2.913  -8.843  -0.05
C  0.844  -5.265  -8.888  -0.04
H  -2.250  -4.030  -9.378  0.14
H  0.711  -2.540  -9.569  0.09
H  0.359  -2.716  -7.837  0.10
H  -0.948  -2.368  -8.972  0.09
H  0.993  -5.830  -9.809  0.09
H  0.638  -5.975  -8.087  0.09
H  1.750  -4.711  -8.652  0.09

Properties
* total charge: -1
* lowest unoccupied orbital energy: 1.73 eV
* strongest force on any atom: 0.372 eV/A
* HOMO level: -3.72 eV
* Kohn-Sham gap: 5.45 eV
* E: -2464.2121 Eh
* ΔE to the lowest compared entry with this formula, charge and spin: 0.0 kcal/mol

=====

Which of these has the highest strongest force on any atom? C33H75NO14S5

=====

Which formula does entry 2 have? C33H75O24P3

=====

E of number 2 (C33H75O24P3)? -4132.0028 Eh

=====

E of number 2 (C33H75O24P3)? -4132.0028 Eh